{"formula": "CH5N2Si", "method": "ωB97M-V/def2-TZVPD", "de_lowest_kj_mol": 383.8, "charge": 1, "total_energy_ha": -439.6667, "species": ["N", "H", "H", "H", "Si", "N", "H", "H", "C"], "positions_angstrom": [[2.19127, -0.43551, 0.10260], [2.02359, 1.40831, -1.40726], [1.94499, 1.70750, 1.26312], [-1.82881, -0.22043, -0.09142], [1.48930, 1.11308, -0.07605], [2.59498, -1.48984, 0.21987], [-0.58856, -1.01097, -1.02000], [-0.83184, -1.35510, 0.79015], [-1.12755, -0.91286, -0.10230]], "forces_ev_per_angstrom": [[3.02, -6.86, 0.81], [0.05, 0.31, 0.05], [-0.28, -0.20, -1.13], [-3.50, 2.92, 0.11], [-1.73, 2.00, 0.82], [-1.69, 4.18, -0.47], [0.08, -0.68, -0.39], [0.41, -1.04, 1.25], [3.63, -0.63, -1.05]], "mulliken_charge": [0.273, 0.078, 0.082, 0.377, 0.199, 0.152, 0.368, 0.364, -0.893]}